Formula: C7H21O9P2Pb
Source: the OMol25 dataset
Level of theory: ωB97M-V with the def2-TZVPD basis set

Results
- LUMO energy (eV) = -6.95
- charge = +1
- Kohn-Sham gap (eV) = 5.540
- relative energy (zero: lowest compared OMol25 entry of this formula, charge and spin) (eV) = 1.603

Each line ends with the Löwdin charge.
Geometry (Å):
Pb 0.589 -0.056 2.941  1.591
C 0.118 -0.513 -0.612  -0.241
O -0.055 -0.458 0.759  -0.601
H 0.974 -1.091 -0.964  0.070
H -0.751 -0.822 -1.205  0.096
H 0.181 0.497 -1.042  0.076
C -0.820 3.415 -0.252  -0.122
O -1.760 4.478 -0.312  -0.204
P -1.422 5.831 0.485  0.367
O -0.003 6.004 0.786  -0.226
O -1.995 6.886 -0.538  -0.208
C -1.786 8.294 -0.366  -0.078
O -2.389 5.911 1.755  -0.196
C -3.624 5.214 1.695  -0.109
H 0.062 3.631 0.351  0.075
H -0.513 3.204 -1.278  0.093
H -1.104 2.414 0.093  0.066
H -1.392 8.553 0.622  0.087
H -2.777 8.734 -0.421  0.095
H -0.990 8.688 -0.994  0.096
H -3.690 4.516 2.527  0.088
H -3.889 4.742 0.750  0.086
H -4.404 5.974 1.790  0.095
C 0.364 -4.928 -1.580  -0.091
O 1.592 -5.664 -1.402  -0.212
P 2.234 -5.795 0.061  0.359
O 1.140 -6.108 0.997  -0.244
O 3.281 -6.977 -0.049  -0.197
C 2.718 -8.273 -0.398  -0.069
O 3.069 -4.488 0.364  -0.186
C 2.405 -3.239 0.435  -0.118
H 0.604 -3.914 -1.916  0.074
H -0.173 -4.824 -0.640  0.078
H -0.223 -5.320 -2.406  0.093
H 1.634 -8.257 -0.516  0.083
H 2.863 -8.857 0.509  0.096
H 3.142 -8.704 -1.299  0.094
H 2.733 -2.646 1.291  0.078
H 1.320 -3.341 0.438  0.070
H 2.738 -2.710 -0.459  0.097